No. 1
This record from OMol25 describes a structure of composition C44H45N4O2OsP2S in a non-equilibrium geometry. The level of theory is the ωB97M-V functional and the def2-TZVPD basis.

Atoms and positions in Å:
Os -0.0038 0.5151 -0.1158
C 3.2572 -3.8846 -1.8192
C 2.6477 -4.0383 -0.4141
C 3.1097 -5.3632 0.2090
C 1.1264 -3.9990 -0.5182
C 0.3557 -5.1357 -0.7620
C -1.0281 -5.0845 -0.8827
C -1.6861 -3.8697 -0.8004
C -0.9379 -2.7185 -0.5685
P -1.5725 -1.1012 -0.9463
C -1.5826 -1.0641 -2.7458
C -2.7604 -1.0195 -3.4945
C -2.7078 -1.1601 -4.8744
C -1.4927 -1.3598 -5.5099
C -0.3206 -1.4427 -4.7634
C -0.3633 -1.2990 -3.3911
C -3.1970 -0.8342 -0.2456
C -4.1125 0.0917 -0.7614
C -5.3324 0.2788 -0.1368
C -5.6558 -0.4517 1.0008
C -4.7566 -1.3761 1.5119
C -3.5295 -1.5648 0.8964
C 0.4368 -2.8029 -0.4328
O 1.1346 -1.5833 -0.2214
C 2.2712 -1.7640 0.6040
C 2.5350 -0.7614 1.5274
C 3.7175 -0.7729 2.2603
C 4.5927 -1.8304 2.0756
C 4.2564 -2.8689 1.2166
C 3.0715 -2.8763 0.4754
P 1.2949 0.4684 1.7168
C -0.1486 0.0557 2.7073
C -0.9428 1.0795 3.2609
C -2.0522 0.7558 4.0156
C -2.3705 -0.5812 4.2479
C -1.5940 -1.5926 3.7056
C -0.4945 -1.2843 2.9194
C 2.0634 1.9840 2.2756
C 2.0464 2.3192 3.6317
C 2.7452 3.4369 4.0633
C 3.4617 4.2044 3.1550
C 3.4965 3.8577 1.8081
C 2.8003 2.7480 1.3638
H 2.9436 -4.7116 -2.4566
H 4.3455 -3.8916 -1.7584
H 2.9476 -2.9484 -2.2891
H 2.8270 -6.2067 -0.4168
H 2.6889 -5.5069 1.2047
H 4.1943 -5.4018 0.2783
H 0.8448 -6.0942 -0.8545
H -1.5869 -5.9915 -1.0673
H -2.7576 -3.8099 -0.9475
H -3.7260 -0.9264 -3.0198
H -3.6240 -1.1311 -5.4483
H -1.4566 -1.4729 -6.5851
H 0.6224 -1.6346 -5.2576
H 0.5490 -1.3932 -2.8176
H -3.8897 0.6608 -1.6523
H -6.0411 0.9849 -0.5480
H -6.6168 -0.3107 1.4771
H -5.0220 -1.9673 2.3789
H -2.8482 -2.3079 1.2785
H 3.9531 0.0315 2.9444
H 5.5312 -1.8577 2.6111
H 4.9441 -3.6962 1.1169
H -0.6625 2.1198 3.1383
H -2.6469 1.5402 4.4641
H -3.2152 -0.8268 4.8783
H -1.8280 -2.6289 3.9150
H 0.1443 -2.0832 2.5581
H 1.5084 1.7104 4.3483
H 2.7435 3.6985 5.1128
H 4.0132 5.0686 3.5012
H 4.0805 4.4450 1.1123
H 2.8606 2.4435 0.3266
C 0.0954 4.1703 -2.9966
N -0.6961 3.3234 -2.1056
C -1.4603 2.2621 -2.7569
C -0.6627 3.4257 -0.7708
N -0.7712 2.3114 0.0272
N -0.6008 4.6174 -0.1783
C -0.2289 4.7555 1.2283
C -1.0681 5.8494 -0.8167
H 0.8979 3.5647 -3.4246
H 0.5345 5.0063 -2.4645
H -0.5301 4.5472 -3.8045
H -1.8711 2.6688 -3.6808
H -2.2845 1.9941 -2.1018
H -0.8667 1.3871 -3.0165
H -1.2290 2.5085 0.9111
H 0.4684 3.9765 1.5183
H -1.1103 4.7335 1.8765
H 0.2543 5.7214 1.3626
H -1.6036 5.6260 -1.7327
H -0.2413 6.5275 -1.0273
H -1.7541 6.3484 -0.1318
O 3.5086 0.6205 -0.9946
S 2.5370 0.8951 -2.0333
N 1.0837 0.9448 -1.6564

Atoms 1-3, force components in eV/Å:
Os 0.1 0.0 -1.3
C 0.0 0.1 0.0
C 0.0 -0.1 0.1

Calculated values
Energy relative to the best compared isomer or geometry (same formula, charge and spin) = 15.0 kcal per mole
Spin multiplicity = 1
E_HOMO (spin up / spin down) = -16.579 / -16.578 eV
Charge = +3
Orbital gap (spin up / spin down) = 0.2431 / 0.2431 hartree

Atom charges from the Löwdin analysis, given in e for atoms 1 to 2:
1 Os 1.11
2 C 0.02

---

No. 2
This record from OMol25 describes the molecule CF4N2 in a non-equilibrium geometry. The level of theory is the ωB97M-V functional and the def2-TZVPD basis.

Atoms and positions in Å:
F -1.7780 -1.3193 -0.5410
C -0.7690 -0.7211 -0.8058
F -0.7423 0.6929 -1.2260
N 0.1979 -0.8738 0.1743
N 1.0904 0.3116 0.4463
F 0.7023 1.5764 0.2973
F 1.5486 0.2589 1.8033

Atoms 1-3, force components in eV/Å:
F -5.5 -2.7 -1.5
C 9.6 7.3 5.7
F -2.1 -4.0 -0.8

Calculated values
Energy relative to the best compared isomer or geometry (same formula, charge and spin) = 57.8 kcal per mole
Spin multiplicity = 1
E_HOMO (spin up / spin down) = -9.978 / -10.014 eV
Structure (SMILES) = FC(F)=NN(F)F
Orbital gap (spin up / spin down) = 0.3030 / 0.3061 hartree

Atom charges from the Löwdin analysis, given in e for atoms 1 to 2:
1 F 0.27
2 C -0.33

---

No. 3
This record from OMol25 describes a cluster of 2 separate species, C4H11NO in total in a non-equilibrium geometry. The level of theory is the ωB97M-V functional and the def2-TZVPD basis.

Atoms and positions in Å:
C -0.5714 -1.1546 2.0720
N 0.1811 -0.7557 1.1400
C -0.1724 0.3467 0.2753
C 0.8887 1.4229 0.1799
C 2.1662 0.7460 -0.4076
H -1.5817 -0.7312 2.1081
H -0.4263 -2.0379 2.6824
H -0.2846 -0.1234 -0.7056
H -1.1595 0.7570 0.5637
H 0.3576 2.1859 -0.4328
H 1.0908 1.8790 1.1493
H 2.9630 0.8439 0.3286
H 1.9144 -0.2914 -0.5250
H 2.3493 1.2628 -1.4016
O -2.9860 -1.5194 -2.4569
H -2.2265 -1.1606 -2.9385
H -2.5024 -1.6700 -1.6312

Atoms 1-3, force components in eV/Å:
C -1.2 0.5 -1.6
N 1.2 -0.7 1.0
C -1.3 -0.5 0.8

Calculated values
Energy relative to the best compared isomer or geometry (same formula, charge and spin) = 45.0 kcal per mole
Spin multiplicity = 1
E_HOMO = -9.617 eV
Structure (SMILES) = C=NCCC.O
Orbital gap = 0.3794 hartree

Atom charges from the Löwdin analysis, given in e for atoms 1 to 2:
1 C -0.05
2 N -0.04

---

No. 4
This record from OMol25 describes a structure of composition C19H35BF4N6NaO7SSbSi3 in a non-equilibrium geometry. The level of theory is the ωB97M-V functional and the def2-TZVPD basis.

Atoms and positions in Å:
Na -8.4601 -6.5681 18.7526
C -10.8906 -9.7745 15.1735
C -11.4495 -9.2590 16.4075
N -12.5077 -9.7028 17.0864
N -12.5353 -8.8904 18.2183
C -11.5080 -8.0263 18.2435
S -11.2442 -6.9235 19.5042
N -10.8582 -8.1928 17.1085
N -9.7520 -7.4294 16.6627
H -11.2144 -10.8118 14.9189
H -9.8036 -9.9318 15.2559
H -11.2076 -9.1745 14.3103
H -13.1259 -9.0738 19.0081
H -8.9088 -8.0665 16.7116
H -9.9643 -7.1369 15.7241
O -7.4631 -8.4280 18.1029
C -6.7572 -9.3051 18.5878
O -6.7028 -10.4948 18.2922
C -5.6806 -8.9330 19.6517
C -4.5995 -9.6934 19.8860
C -3.4531 -9.1828 20.5488
C -3.4489 -7.9439 21.1135
C -4.5581 -7.1396 20.9923
C -5.7195 -7.5515 20.2628
O -6.6948 -6.7545 20.2113
N -4.4998 -5.8221 21.6373
O -4.8551 -4.8161 21.0556
O -4.2206 -5.8886 22.8084
N -2.2729 -10.0217 20.5967
O -2.3353 -11.2153 20.4295
O -1.2307 -9.3751 20.7571
H -4.5537 -10.7459 19.4973
H -2.5937 -7.4974 21.6061
F -11.2700 -6.8432 14.3452
B -12.2164 -6.2497 13.5013
F -13.4832 -6.4031 14.1319
F -12.1679 -6.8818 12.2142
F -12.0191 -4.9239 13.2486
C -4.0712 -6.1735 17.7036
Si -5.0257 -6.2288 16.0078
C -5.6709 -7.8176 15.4491
C -3.8578 -5.7207 14.6718
Sb -7.1024 -4.7656 16.6641
Si -6.6532 -2.5697 17.8977
C -4.7782 -2.2277 17.8585
C -7.1833 -3.1144 19.6338
C -7.6959 -1.1968 17.2345
Si -7.9614 -3.7885 14.3809
C -7.7513 -5.1471 12.9734
C -6.6973 -2.4693 13.7860
C -9.6748 -3.0591 14.5850
H -3.6913 -7.2157 17.9465
H -4.8341 -5.9934 18.4763
H -3.3660 -5.3469 17.6295
H -4.7882 -8.4551 15.3507
H -6.0523 -7.7371 14.4201
H -6.4468 -8.3001 16.0974
H -3.3069 -4.8214 14.9024
H -4.4531 -5.5968 13.7450
H -3.2026 -6.5884 14.4236
H -4.3047 -3.1967 17.8540
H -4.3096 -1.5993 18.6501
H -4.4312 -1.7924 16.9292
H -6.4956 -3.9993 19.8612
H -8.1989 -3.5723 19.6314
H -7.1477 -2.4107 20.5289
H -7.4645 -0.9380 16.2041
H -7.6270 -0.3270 17.7486
H -8.7615 -1.4144 17.4296
H -6.7909 -5.7694 13.0332
H -7.7262 -4.7403 11.9682
H -8.5614 -5.9028 13.0249
H -6.5735 -2.4706 12.7188
H -5.6553 -2.6876 14.0607
H -7.0023 -1.4519 14.0562
H -10.3851 -3.8321 14.8284
H -10.1241 -2.6047 13.6584
H -9.5950 -2.2833 15.3035

Atoms 1-3, force components in eV/Å:
Na 0.0 -0.2 0.3
C 0.2 -1.7 -1.6
C -1.7 0.1 2.4

Calculated values
Energy relative to the best compared isomer or geometry (same formula, charge and spin) = 3.5 kcal per mole
Spin multiplicity = 1
E_HOMO = -3.077 eV
Charge = -2
Orbital gap = 0.2455 hartree

Atom charges from the Löwdin analysis, given in e for atoms 1 to 2:
1 Na 0.06
2 C -0.01

---

No. 5
This record from OMol25 describes the molecule C5H12N2O in a non-equilibrium geometry. The level of theory is the ωB97M-V functional and the def2-TZVPD basis.

Atoms and positions in Å:
H -1.8062 0.2275 -1.2345
N -0.9052 0.7755 -1.4964
C -0.0058 0.2041 -0.8188
O -0.5277 -0.8546 -0.0133
C 1.4759 0.5579 -0.7453
N 2.3294 -0.5019 -0.2617
C 1.6628 1.8620 0.0649
C 1.2881 1.6908 1.5376
C 3.0793 2.4086 -0.0953
H 0.2327 -1.2758 0.4132
H 1.7640 0.7757 -1.7842
H 2.0283 -0.9802 0.5796
H 2.6752 -1.1457 -0.9619
H 0.9649 2.5871 -0.3793
H 1.5001 2.6160 2.0907
H 0.2207 1.4597 1.6660
H 1.8737 0.8900 2.0144
H 3.8115 1.7678 0.4154
H 3.3620 2.4731 -1.1554
H 3.1486 3.4177 0.3359

Atoms 1-3, force components in eV/Å:
H 1.6 1.4 -0.8
N -0.9 -0.7 0.3
C -2.2 -1.2 0.7

Calculated values
Energy relative to the best compared isomer or geometry (same formula, charge and spin) = 31.7 kcal per mole
Spin multiplicity = 1
E_HOMO = -9.733 eV
Structure (SMILES) = [H]/N=C(\O)[C@H](N)C(C)C
Orbital gap = 0.3804 hartree

Atom charges from the Löwdin analysis, given in e for atoms 1 to 2:
1 H 0.10
2 N 0.13

---

No. 6
This record from OMol25 describes the molecule C5H8N2 in a non-equilibrium geometry. The level of theory is the ωB97M-V functional and the def2-TZVPD basis.

Atoms and positions in Å:
C -0.5343 1.2789 -0.2408
C -0.2326 -0.2088 -0.1079
C -1.3471 -1.0531 0.4680
N 0.5643 -0.8794 -1.1278
C 1.1806 -0.6215 0.1765
C 2.1698 0.4277 0.3134
N 2.9257 1.2972 0.4264
H -0.0334 1.8645 0.5358
H -1.6088 1.4592 -0.1551
H -0.2071 1.6727 -1.2086
H -2.2332 -0.9930 -0.1738
H -1.0486 -2.1029 0.5327
H -1.6247 -0.6983 1.4663
H 0.9075 -0.2158 -1.8190
H 1.3840 -1.5066 0.7756

Atoms 1-3, force components in eV/Å:
C 0.0 0.0 0.0
C -0.2 0.1 0.1
C 0.0 0.0 0.0

Calculated values
Energy relative to the best compared isomer or geometry (same formula, charge and spin) = 29.6 kcal per mole
Spin multiplicity = 1
E_HOMO = -10.025 eV
Structure (SMILES) = CC1(C)N[C@H]1C#N
Orbital gap = 0.4011 hartree

Atom charges from the Löwdin analysis, given in e for atoms 1 to 2:
1 C -0.02
2 C -0.51

---

Which value of energy relative to the best compared isomer or geometry (same formula, charge and spin) does entry 3 give? 45.0 kcal per mole

---

Repeat the second record exactly.
This record from OMol25 describes the molecule CF4N2 in a non-equilibrium geometry. The level of theory is the ωB97M-V functional and the def2-TZVPD basis.

Atoms and positions in Å:
F -1.7780 -1.3193 -0.5410
C -0.7690 -0.7211 -0.8058
F -0.7423 0.6929 -1.2260
N 0.1979 -0.8738 0.1743
N 1.0904 0.3116 0.4463
F 0.7023 1.5764 0.2973
F 1.5486 0.2589 1.8033

Atoms 1-3, force components in eV/Å:
F -5.5 -2.7 -1.5
C 9.6 7.3 5.7
F -2.1 -4.0 -0.8

Calculated values
Energy relative to the best compared isomer or geometry (same formula, charge and spin) = 57.8 kcal per mole
Spin multiplicity = 1
E_HOMO (spin up / spin down) = -9.978 / -10.014 eV
Structure (SMILES) = FC(F)=NN(F)F
Orbital gap (spin up / spin down) = 0.3030 / 0.3061 hartree

Atom charges from the Löwdin analysis, given in e for atoms 1 to 2:
1 F 0.27
2 C -0.33

---

What is the spin multiplicity in the second record? 1